Entry 1:
# C14H31B3N2O8

A molecular structure, C14H31B3N2O8 at a distorted geometry (wB97M-V/def2-TZVPD, OMol25).

Geometry (Å):
1 C 3.9962 -1.8799 2.2159
2 O 3.4021 -1.5235 0.9901
3 C 4.3128 -0.8629 0.1220
4 C 3.5399 -0.1814 -1.0065
5 C 3.4388 1.3313 -0.8205
6 C 2.5875 1.7346 0.4053
7 C 1.2646 2.4090 0.0424
8 C 0.1355 1.4077 -0.3237
9 C -1.1250 1.5659 0.5561
10 B -2.4636 1.2959 -0.2064
11 O -3.5827 2.0824 0.0977
12 B -4.7894 1.6179 -0.3655
13 C -6.1463 1.7388 0.4259
14 O -5.8968 1.9024 1.8132
15 C -6.9896 1.5521 2.6422
16 O -4.7812 0.9462 -1.5959
17 B -3.8422 -0.0786 -1.4853
18 N -4.1978 -1.4580 -1.7080
19 C -5.6335 -1.7839 -1.6469
20 C -3.4803 -2.4013 -0.8943
21 C -3.3983 -3.8044 -1.4499
22 O -3.0075 -2.1169 0.1840
23 O -2.5512 0.3013 -1.1644
24 H 3.8566 -1.0830 2.9530
25 H 3.5107 -2.7741 2.6029
26 H 5.0651 -2.0777 2.1167
27 H 4.9311 -0.1452 0.6607
28 H 4.9764 -1.6215 -0.3090
29 H 2.5529 -0.6425 -1.0517
30 H 4.0544 -0.3949 -1.9441
31 H 4.4526 1.7122 -0.6890
32 H 3.0471 1.8017 -1.7230
33 H 2.4172 0.8702 1.0471
34 H 3.1677 2.4520 0.9904
35 H 1.4100 3.0794 -0.8064
36 H 0.9498 3.0406 0.8732
37 H -0.1260 1.5553 -1.3708
38 H 0.5323 0.4001 -0.2120
39 H -1.1761 2.5972 0.9106
40 H -1.0685 0.9208 1.4342
41 H -6.7358 0.8327 0.2488
42 H -6.7453 2.5765 0.0429
43 H -7.9163 1.4714 2.0702
44 H -7.1367 2.3310 3.3883
45 H -6.7811 0.5982 3.1266
46 H -5.8253 -2.7430 -2.1287
47 H -6.2267 -1.0372 -2.1614
48 H -5.9958 -1.8666 -0.6191
49 H -4.2195 -4.4010 -1.0554
50 H -3.5066 -3.7839 -2.5317
51 H -2.4516 -4.2472 -1.1621
52 C 9.2008 -0.6487 -0.3976
53 N 7.8327 -0.2173 -0.0017
54 O 7.0564 0.0802 -0.8813
55 O 7.5899 -0.1954 1.1841
56 H 9.2687 -0.6188 -1.4781
57 H 9.9021 0.0390 0.0641
58 H 9.3452 -1.6553 -0.0179

Properties
Total energy, Eh: -1338.20237
Total charge: 0
E_LUMO, eV: 0.21

These are the natural (NBO) partial charges, in e, on atoms 1 to 8: -0.2470, -0.5546, -0.0647, -0.4194, -0.3937, -0.4084, -0.3884, -0.3848

Entry 2:
# C14H31F6ReS3Sb2Se2

A molecular structure, C14H31F6ReS3Sb2Se2 (wB97M-V/def2-TZVPD, OMol25).

Geometry (Å):
1 Re -0.8473 1.2037 -0.9413
2 C 0.9321 -1.7874 -2.8837
3 Se -0.0316 -0.1137 -3.0922
4 C -1.6981 -0.9389 -3.7189
5 C -2.8714 -0.0111 -3.5444
6 Se -3.1748 0.5183 -1.6879
7 C -3.6703 -1.2116 -0.9572
8 H 0.4933 -2.4015 -2.1018
9 H 1.9696 -1.5508 -2.6703
10 H 0.8687 -2.2907 -3.8456
11 H -1.8300 -1.8776 -3.1823
12 H -1.5413 -1.1584 -4.7746
13 H -3.7981 -0.4781 -3.8786
14 H -2.7484 0.9256 -4.0885
15 H -4.5531 -1.5385 -1.5014
16 H -3.9204 -1.0546 0.0883
17 H -2.8609 -1.9284 -1.0527
18 S -2.5965 6.2004 1.3174
19 C -1.7328 4.9954 1.5677
20 S -0.7983 3.7186 1.8797
21 S -1.9691 2.2188 0.7115
22 C 3.2123 -1.5402 1.3331
23 C 2.3395 -1.0478 0.1805
24 C 3.0224 0.0689 -0.6057
25 Sb 0.3795 -0.4386 0.8402
26 C 0.6481 0.5702 2.7205
27 C 1.7082 1.6598 2.5582
28 C 0.9702 -0.3643 3.8836
29 C -0.7791 -2.2161 1.1890
30 C -1.9888 -1.8631 2.0540
31 C 0.0451 -3.3617 1.7660
32 H 4.1420 -1.9420 0.9247
33 H 2.7423 -2.3307 1.9166
34 H 3.4850 -0.7285 2.0071
35 H 2.1298 -1.8927 -0.4766
36 H 3.2332 0.9319 0.0275
37 H 2.4329 0.4272 -1.4531
38 H 3.9787 -0.2888 -0.9932
39 H -0.3344 1.0206 2.8902
40 H 2.7083 1.2296 2.4952
41 H 1.7002 2.3152 3.4321
42 H 1.5645 2.2763 1.6682
43 H 1.9286 -0.8642 3.7543
44 H 0.2051 -1.1234 4.0371
45 H 1.0336 0.2227 4.8025
46 H -1.1190 -2.4940 0.1865
47 H -1.6942 -1.6851 3.0879
48 H -2.6988 -2.6927 2.0618
49 H -2.5137 -0.9704 1.7048
50 H 0.4371 -3.1176 2.7543
51 H 0.8817 -3.6391 1.1235
52 H -0.5892 -4.2437 1.8767
53 F 0.8052 2.5499 -0.8427
54 Sb 0.5421 3.9746 -2.2940
55 F -1.0853 2.7564 -2.4612
56 F 1.4189 2.7346 -3.3655
57 F 0.0260 5.0070 -3.7292
58 F 2.0375 4.8188 -1.6246
59 F -0.5773 4.8416 -1.0737

Properties
Multiplicity: 3
ΔE to the lowest compared entry with this formula, charge and spin, eV: 1.025
Total energy, Eh: -7706.93770
⟨S²⟩: 2.035
Total charge: +2
E_LUMO (alpha / beta), eV: -7.72 / -7.85

These are the natural (NBO) partial charges, in e, on atoms 1 to 8: 0.4988, -0.7643, 0.5047, -0.5651, -0.5847, 0.5958, -0.7692, 0.2235

Entry 3:
# C14H31N4O6Tl

A molecular structure, C14H31N4O6Tl at a distorted geometry (wB97M-V/def2-TZVPD, OMol25).

Geometry (Å):
1 Tl 1.7586 0.2553 -1.2713
2 C -5.0218 0.6783 -2.0465
3 C -3.5250 0.3645 -2.1891
4 O -2.7106 1.2325 -2.6022
5 O -2.9961 -0.6677 -1.7610
6 H -5.2352 0.8628 -3.0994
7 H -5.3863 1.5132 -1.4481
8 H -5.6409 -0.1798 -1.7847
9 C 1.3333 -4.3481 3.5953
10 C 0.1018 -3.9936 2.7890
11 O 0.0631 -3.0190 2.0154
12 N -0.9729 -4.7530 2.9372
13 C -2.2398 -4.6123 2.2940
14 H 1.5993 -3.6335 4.3742
15 H 2.1618 -4.3934 2.8884
16 H 1.2227 -5.3000 4.1148
17 H -0.8543 -5.4404 3.6676
18 H -2.4714 -5.4969 1.7007
19 H -2.3213 -3.8345 1.5348
20 H -2.9650 -4.3328 3.0583
21 C 2.4460 -6.5762 -1.8815
22 C 2.3925 -5.6045 -3.0734
23 O 2.3080 -4.3551 -2.8744
24 N 2.4294 -6.1212 -4.2854
25 C 2.2777 -5.2293 -5.4620
26 H 3.4905 -6.7804 -1.6461
27 H 2.0643 -7.5454 -2.2024
28 H 1.8719 -6.0534 -1.1166
29 H 2.3078 -7.1232 -4.3226
30 H 3.0380 -4.4603 -5.5986
31 H 1.3048 -4.7381 -5.4791
32 H 2.2671 -5.7797 -6.4027
33 C -1.7070 1.3663 4.5416
34 C -1.9224 2.1045 3.2614
35 O -1.1302 1.9523 2.3446
36 N -2.9449 3.0141 3.2651
37 C -3.3293 3.9430 2.1863
38 H -1.5963 2.0212 5.4058
39 H -0.7341 0.8818 4.4583
40 H -2.4582 0.6236 4.8104
41 H -3.3959 3.1998 4.1495
42 H -2.6266 4.1908 1.3907
43 H -3.6163 4.9003 2.6213
44 H -4.2091 3.6191 1.6302
45 C 1.5547 7.6336 -0.8702
46 C 2.3675 6.4420 -1.3622
47 O 1.9601 5.2750 -1.4788
48 N 3.6543 6.5262 -1.5190
49 C 4.4108 7.7841 -1.3684
50 H 1.7459 8.1952 0.0443
51 H 0.5812 7.2037 -0.6347
52 H 1.3616 8.4037 -1.6170
53 H 4.2394 5.7151 -1.6600
54 H 3.9243 8.4794 -2.0525
55 H 5.4808 7.6967 -1.5570
56 H 4.2921 8.2938 -0.4123

Properties
ΔE to the lowest compared entry with this formula, charge and spin, eV: 4.383
Total energy, Eh: -1394.21428
Total charge: +2
E_LUMO, eV: -11.74

These are the natural (NBO) partial charges, in e, on atoms 1 to 8: 0.9950, -0.7579, 0.7663, -0.2971, -0.2721, 0.2679, 0.2798, 0.2704